#A
9
Properties=species:S:1:pos:R:3:lowdin_charge:R:1 method="wB97M-V/def2-TZVPD" homo_lumo_gap_ev=11.877 homo_ev=-11.6 lumo_energy_ev=0.27
P 0.45094 0.37427 -1.85983 0.255
H 0.77106 -0.55567 0.31625 -0.001
C 0.07801 0.05297 -0.11498 -0.209
N -2.13334 1.33170 -3.04195 0.106
H -0.94911 -0.44990 -0.01587 0.089
O 1.14106 -0.59120 -2.69298 -0.353
C -1.10991 1.03509 -2.58982 -0.314
Cl 1.57455 2.12735 -1.97051 0.311
H 0.07403 1.04785 0.55674 0.115


#B
9
Properties=species:S:1:pos:R:3:lowdin_charge:R:1 method="wB97M-V/def2-TZVPD" homo_lumo_gap_ev=9.282 homo_ev=-10.4 lumo_energy_ev=-1.09
Cl 0.98380 -1.15644 3.19164 0.333
N 2.17132 -3.60915 0.44952 0.109
O -1.18066 -2.49333 1.81042 -0.404
H -0.04386 -0.28652 -1.01510 0.002
C 1.34984 -2.93565 0.87080 -0.368
H -0.91698 0.64803 0.28457 0.003
P 0.08130 -1.82672 1.52520 0.283
C -0.00943 0.18014 -0.04739 0.041
H 0.90523 0.68991 0.19269 0.000


Most stable of them? #A.


#A
9
Properties=species:S:1:pos:R:3:lowdin_charge:R:1 method="wB97M-V/def2-TZVPD" homo_lumo_gap_ev=10.409 homo_ev=-9.9 lumo_energy_ev=0.53
H -1.33892 -0.46605 1.06070 0.113
Cl 2.58217 -0.61543 0.84096 0.215
C -0.42865 -0.44317 -0.85359 -0.195
O 0.28430 0.89303 0.89405 -0.429
C -0.82310 0.20901 0.43268 -0.284
H -1.00850 -1.17598 -1.23472 0.075
P 1.62508 0.89427 -0.10940 0.559
N 0.73631 -0.13239 -1.31999 -0.151
H -1.62869 0.83671 0.28932 0.097


#B
9
Properties=species:S:1:pos:R:3:lowdin_charge:R:1 method="wB97M-V/def2-TZVPD" homo_lumo_gap_ev=9.231 homo_ev=-10.1 lumo_energy_ev=-0.89
H -2.64934 1.56232 0.27496 -0.015
N 1.07417 -1.12578 -0.65508 0.115
P -1.56525 -0.44559 0.29622 0.720
H 4.17881 -0.22022 -0.90434 -0.256
H -0.79885 1.60042 -0.20792 0.005
O -2.58440 -1.42364 0.83371 -0.366
C -1.71115 1.19258 0.13701 -0.150
Cl 3.99717 -0.20032 0.35437 0.259
C 0.05885 -0.93979 -0.12894 -0.312


#C
9
Properties=species:S:1:pos:R:3:lowdin_charge:R:1 method="wB97M-V/def2-TZVPD" homo_lumo_gap_ev="8.700 / 7.264" homo_ev="-9.7 / -8.2" lumo_energy_ev="-1.02 / -0.89"
N 0.58077 2.65655 0.15189 0.157
P -0.41345 -1.85727 -1.15787 0.509
H 0.38892 0.15278 1.58254 0.089
C 0.59771 0.06619 0.59064 -0.223
C 0.30118 1.50508 -0.13651 -0.244
H 1.54494 -0.30785 0.40239 0.089
O -0.31149 -0.88406 0.17381 -0.594
H -0.43268 1.27404 -0.94971 0.106
Cl -2.25589 -2.60545 -0.65718 0.111


Most stable of them? #A.


#A
78
Properties=species:S:1:pos:R:3:lowdin_charge:R:1 method="wB97M-V/def2-TZVPD" homo_lumo_gap_ev=7.431 homo_ev=-7.7 lumo_energy_ev=-0.31
C -0.95393 -3.77209 0.18048 -0.250
H -1.69630 -3.21938 1.87501 0.052
H -3.79201 1.32965 -5.32882 0.171
O -2.22856 -0.71196 4.04919 -0.147
O -0.22717 -2.57644 -0.09968 0.014
H -0.25300 -2.04470 0.64712 0.045
H -2.43458 -0.58756 -0.81774 0.110
O 2.93847 2.04709 2.44019 0.124
H -1.28935 -2.59694 4.28736 0.121
H -0.26359 3.21162 5.31721 0.077
O -1.05187 -1.34938 -2.78224 0.039
O 1.19320 4.00514 -0.43060 -0.177
H 0.51949 1.71525 -3.75554 0.083
H -1.24909 -1.60074 5.62572 0.051
H 1.12120 2.43970 -2.51705 0.023
H -1.71554 -6.91637 -1.38677 0.160
C -1.05483 -1.39313 4.59584 -0.111
C -2.38441 -6.14340 0.40690 -0.317
C -1.50068 -5.98778 -0.65167 -0.007
H -1.98107 -0.60811 -4.91672 0.109
C -4.32687 1.15302 -3.21659 -0.361
H -1.35635 2.08486 -2.95070 -0.012
C 0.85775 4.80978 0.74774 -0.060
H -0.34556 -4.39700 -1.72649 0.118
H -3.05623 -5.29586 2.22922 0.131
C -2.22755 -0.63906 -2.86754 -0.365
H -5.43968 2.19055 -2.60882 -0.030
C -0.87229 -4.73006 -0.83868 0.008
H -0.19029 -0.91388 4.14447 0.069
H -2.81389 -7.93698 -0.25698 0.076
O -0.79121 2.32460 -2.34055 -0.067
H 5.54728 1.57134 -2.81648 0.081
H 1.13849 4.16648 1.56274 0.075
H 1.63321 5.70670 0.48247 0.153
C -3.55777 0.75125 -4.30701 -0.034
C -1.70157 -3.98896 1.29939 -0.011
F -0.22472 0.37096 -0.19732 0.224
C 3.13440 -2.97025 -0.99288 -0.147
H 1.53346 -1.93514 -0.91176 0.084
H 4.24931 -2.79948 -0.81768 0.099
C 3.93568 1.39202 -1.03275 -0.005
C -3.87281 0.72999 -1.92317 0.047
O -3.09634 -7.33316 0.42106 0.033
H -0.17173 5.18593 0.61842 0.086
H -1.62731 1.87544 5.35557 0.104
F 0.70592 0.47629 1.85100 0.122
O 5.86595 2.24476 -2.27543 0.100
H -2.01108 -0.55397 3.16797 -0.033
F -1.52917 -0.11442 1.61963 0.102
H 2.84959 -3.82000 -1.60551 0.065
O 2.35511 -1.84436 -1.54962 -0.172
H 0.53060 0.85148 -2.39630 0.061
C -0.88855 2.51625 4.74483 -0.133
C -2.87020 -0.33480 -1.77231 -0.008
H -0.20063 1.82553 4.25711 0.055
C 3.61183 2.14409 1.26417 -0.296
Li -0.58191 3.02664 -0.39591 0.740
C -2.62470 -0.21222 -4.18039 -0.005
O -5.12371 2.15878 -3.35898 0.170
F -0.74116 2.01315 1.29540 0.096
H 5.21241 3.46750 2.05314 0.122
B -0.45625 0.66708 1.07656 -1.324
C -2.39243 -5.15021 1.37181 -0.006
C 3.27523 1.34621 0.18442 -0.029
H 1.89298 4.41631 -0.79597 0.016
H 2.48330 0.55566 0.09194 0.123
H 2.82566 -3.39131 -0.06851 0.046
H 2.33772 1.50454 2.54690 -0.064
C 4.81082 2.93067 1.15785 -0.002
C 0.43827 1.80301 -2.74905 -0.090
C 5.20394 2.10591 -1.16462 -0.341
H -4.48512 1.05546 -1.12634 0.094
O -1.46713 3.44544 3.77846 -0.143
H -1.19790 -1.73068 -1.89476 0.072
H 6.57995 3.35623 -0.09055 0.113
H -1.68418 2.83893 3.05774 0.038
C 5.61507 2.83236 -0.00538 -0.021
H 3.60596 0.95613 -1.88318 0.066


#B
78
Properties=species:S:1:pos:R:3:lowdin_charge:R:1 method="wB97M-V/def2-TZVPD" homo_lumo_gap_ev=6.636 homo_ev=-7.5 lumo_energy_ev=-0.85
H -30.59233 17.51702 16.57523 0.046
C -32.58783 16.89433 22.28044 -0.280
Li -40.62723 15.43556 22.06505 0.819
H -36.08845 20.11752 21.24647 0.086
H -33.22229 19.18351 17.63207 0.094
H -38.56269 17.69754 17.45198 0.128
H -33.14339 13.46335 25.20991 0.139
O -35.46372 11.98044 20.82450 -0.133
C -41.59372 19.72320 16.35005 0.042
H -34.70282 19.61098 22.37919 0.069
O -31.20867 17.89248 17.11218 0.058
H -38.01324 17.73261 23.53262 0.063
H -35.49793 18.27147 18.51987 0.096
H -34.50549 15.08323 24.22864 0.059
C -35.00878 20.05925 21.46112 -0.121
H -30.64245 16.60303 21.78402 0.090
F -37.36122 15.81084 20.53758 0.153
C -39.48869 18.27188 17.16215 -0.028
C -35.00135 16.16206 17.71623 -0.258
F -37.47353 17.87254 19.81281 0.167
H -42.57824 15.58032 19.24071 0.089
H -39.95451 16.58259 15.83474 0.187
C -34.02870 15.30720 17.07496 0.034
H -42.49335 20.27970 15.86659 0.143
H -42.88080 16.64100 23.10168 0.030
H -36.71941 18.29296 25.31185 0.118
O -42.09461 16.69971 22.67993 -0.129
C -32.71257 15.91822 16.96167 0.021
C -31.20901 15.47015 23.48454 0.006
B -37.67364 17.09443 20.91514 -1.397
H -41.95617 18.37594 21.60202 0.075
C -32.33609 14.97368 24.17631 -0.342
C -33.64790 15.57911 23.98748 0.019
C -31.32942 16.42116 22.49469 -0.002
H -35.22706 11.64577 19.98059 0.049
H -41.49421 15.85107 17.83478 0.123
C -34.71801 17.56558 18.15492 0.029
O -34.57336 21.40256 21.77070 -0.117
H -39.70169 15.92750 19.52795 0.045
H -35.02590 13.56360 21.93884 0.073
C -40.25150 17.72694 16.15796 -0.074
C -41.59496 16.00393 18.99222 -0.127
H -33.63532 13.00295 20.49340 0.110
H -34.35284 14.42460 16.76361 0.055
O -36.23648 15.63981 18.02573 -0.007
O -38.46901 17.52682 24.38716 -0.125
H -33.67810 17.63290 20.74070 0.016
H -36.90193 15.95499 18.63535 0.055
C -33.43268 18.16787 17.74773 0.005
O -38.71087 20.01818 18.60419 0.161
F -38.98237 17.01750 21.33844 0.127
H -37.53724 17.14272 26.21684 0.034
C -34.72181 13.16421 20.94179 -0.190
H -30.38435 14.89642 23.56907 0.079
H -40.84970 21.23806 17.86020 0.097
H -34.68879 19.53579 20.62456 0.032
H -41.67905 16.94715 19.33504 0.035
H -32.09378 15.32283 16.55539 0.026
C -40.69192 20.28616 17.43770 0.030
H -34.66756 17.21773 22.62727 0.118
O -40.53067 15.59459 19.81011 -0.149
H -38.28613 18.51644 26.08014 0.030
H -40.94010 18.37427 22.93094 0.049
C -39.56983 19.59250 17.67696 -0.335
H -35.07319 14.04945 20.11589 0.115
O -32.32323 13.87236 24.86100 0.058
F -36.88871 17.53371 21.95429 0.154
C -32.45213 17.29762 17.23094 -0.287
C -33.76802 16.58071 22.93022 0.006
C -41.88458 18.09137 22.63032 -0.107
H -41.66764 17.39769 14.44970 0.053
H -34.37421 21.36279 22.71357 0.068
C -41.29920 18.47155 15.81135 -0.398
H -42.70743 18.69126 23.18561 0.136
C -37.75029 17.86619 25.55147 -0.144
O -32.82901 17.70083 21.10629 -0.006
O -42.20439 18.02380 14.86449 0.041
H -38.19374 19.49600 18.92690 -0.082


Most stable of them? #A.


#A
38
Properties=species:S:1:pos:R:3:lowdin_charge:R:1 method="wB97M-V/def2-TZVPD" charge=-1 homo_lumo_gap_ev=10.194 homo_ev=-7.7 lumo_energy_ev=2.52
O 8.49300 0.18300 23.24600 -0.062
H 9.42100 6.11000 22.90700 0.002
H 10.16600 5.85700 19.99300 -0.028
O 10.41600 0.04700 21.51300 -0.018
H 7.75100 1.88500 20.57700 0.060
H 14.89000 2.41300 21.07000 -0.028
H 11.98900 7.05900 21.67400 0.050
H 12.30100 4.96100 18.65800 0.037
H 9.33200 3.70000 18.88900 -0.001
H 10.81000 0.88200 21.75900 0.029
H 8.66800 2.92500 23.58800 0.016
H 7.34900 3.29400 20.71100 0.057
O 8.53000 6.44500 22.73200 -0.061
O 7.70700 2.82400 23.57500 -0.086
H 8.48300 1.13600 23.14300 -0.036
O 12.32600 4.06800 18.95400 -0.035
B 10.93300 3.66100 21.94000 -1.242
O 14.32900 1.70100 21.27600 -0.028
F 12.27000 3.41300 21.67000 0.150
H 11.52600 3.92100 19.49700 0.014
F 10.43500 2.60000 22.67500 0.141
H 7.98800 6.00300 23.37900 0.021
O 9.20900 4.11900 18.03100 -0.043
O 14.94200 4.08400 19.83400 -0.026
H 10.05200 4.08500 17.58600 0.024
O 7.11300 2.43200 21.04300 -0.011
H 13.96600 4.14000 19.86400 0.011
H 12.65300 5.78000 21.79300 -0.041
H 15.19300 4.85600 19.46300 -0.028
F 10.71900 4.81000 22.75700 0.103
F 10.28500 3.69500 20.70000 0.115
H 7.39600 2.81500 22.63500 -0.002
O 10.19300 6.67500 19.55900 0.006
H 10.40700 7.17300 20.30000 -0.015
H 9.29300 -0.03200 22.81100 -0.055
H 9.77600 0.21800 20.83500 0.043
H 13.62800 2.07300 21.76400 -0.020
O 12.76400 6.56000 21.34400 -0.012


#B
38
Properties=species:S:1:pos:R:3:lowdin_charge:R:1 method="wB97M-V/def2-TZVPD" charge=-1 homo_lumo_gap_ev=10.716 homo_ev=-8.5 lumo_energy_ev=2.22
F 1.76212 0.29724 -0.15702 0.139
H 0.82823 1.58903 -4.46453 0.030
O -4.45914 -1.03925 1.31639 -0.053
O -0.82653 3.27654 5.95170 -0.057
H -0.77028 -3.28449 -2.23429 0.029
F 0.92593 1.12107 1.80973 0.105
H -4.63023 -0.51831 -4.05339 0.026
H -1.22764 -4.65069 -1.76929 0.022
H -3.52209 0.34776 -3.49319 0.015
H 0.61338 2.57258 -5.59517 0.024
H 4.21828 -1.91081 0.54638 0.027
H -0.23628 -6.38418 2.95648 0.022
B 0.84106 0.15225 0.82397 -1.415
O 1.63753 4.52549 -0.49240 -0.056
O 0.67998 -6.22064 2.73298 -0.056
F 0.96481 -1.10844 1.43008 0.079
H -0.67135 3.02375 6.86178 0.023
H 5.35842 2.76699 -2.75052 0.025
O -3.67708 -0.43835 -4.01686 -0.054
O 1.29359 2.06540 -5.15210 -0.055
H -0.51348 2.53135 5.43892 0.032
H -2.35000 3.65651 -2.08300 0.031
H 1.58491 3.78167 0.10778 0.029
H -4.53533 -1.98874 1.22212 0.026
H -2.57999 -0.93510 4.06395 0.018
H -1.17519 -1.14695 3.54090 0.025
H -3.66633 -0.81267 0.83023 0.031
O 5.54494 2.13452 -2.05669 -0.057
H 2.20078 5.15629 -0.04400 0.024
O -1.66357 -0.94919 4.34003 -0.054
O 4.36460 -2.64971 -0.04425 -0.059
O -0.44473 -4.15718 -2.01368 -0.051
H 4.71227 1.68540 -1.91117 0.030
H 3.84100 -2.44503 -0.81897 0.028
O -2.73338 2.77990 -2.11104 -0.053
H -2.07098 2.21540 -1.71255 0.029
H 0.76840 -5.26805 2.76472 0.033
F -0.38666 0.22864 0.23597 0.116


Most stable of them? #A.


#A
17
Properties=species:S:1:pos:R:3:lowdin_charge:R:1 method="wB97M-V/def2-TZVPD" homo_lumo_gap_ev=8.727 homo_ev=-9.3 lumo_energy_ev=-0.56
S -3.16882 -0.40092 -0.24244 0.406
H -0.98788 -2.31700 0.53537 0.094
H 1.07442 -1.76978 -0.54416 0.111
C -1.40249 0.39323 -0.27714 0.024
O -3.56268 0.38176 0.86611 -0.284
H -0.95838 3.38071 -0.34496 0.101
N -0.38816 -1.54638 0.91941 -0.080
O -2.98766 -1.80884 -0.06836 -0.301
H 0.44213 2.61109 0.74748 0.125
H -0.64848 -1.47699 1.86478 0.074
O -3.67167 0.07386 -1.48028 -0.282
H 1.53268 -0.89478 0.93693 0.006
H -1.10546 2.92976 1.37680 0.086
N -1.16076 1.45120 0.12821 0.039
H 1.52927 -2.62204 1.07522 0.116
C 0.96311 -1.64356 0.60690 -0.216
C -0.64058 2.73160 0.44741 -0.018


#B
17
Properties=species:S:1:pos:R:3:lowdin_charge:R:1 method="wB97M-V/def2-TZVPD" homo_lumo_gap_ev=10.241 homo_ev=-9.7 lumo_energy_ev=0.56
O 2.23585 0.76762 -0.89705 -0.254
C -1.17987 0.67063 0.90973 -0.131
H -0.10687 1.49024 -1.01104 0.143
H 3.29519 -1.74573 0.48449 0.100
N -1.80034 0.54562 -1.54001 0.061
O 2.67499 -1.54595 -0.24887 -0.176
H -0.56638 1.23376 1.53645 0.092
H -2.40558 1.30305 -1.53000 0.052
S 1.88178 -0.16708 0.08653 0.627
H 0.16179 -1.23386 -1.01953 0.129
N -0.77562 -0.74350 0.97266 -0.008
H -0.33063 -1.11286 1.80389 0.115
H -2.27673 0.69596 1.09899 0.126
C 0.09310 -0.57961 -0.14205 -0.320
O 2.13345 0.05091 1.48354 -0.299
C -0.76359 0.69818 -0.56261 -0.331
H -2.27053 -0.32737 -1.42511 0.074


Most stable of them? #B.